#A
Entry from the Open Molecules 2025 dataset: C25H30BaN13S3 as an isolated structure (the ωB97M-V functional and the def2-TZVPD basis).

Properties
total charge: +1
E_HOMO: -0.343 hartree
lowest unoccupied orbital energy: -3.532 eV

Positions of all 72 atoms, in Å:
Ba: -0.33323 -0.20662 -0.51834
S: 0.30405 -1.88227 1.84406
C: 1.49907 -0.92566 2.53159
N: 2.00078 0.15842 2.01201
C: 3.01563 0.65798 2.78172
C: 3.82403 1.74716 2.47172
C: 4.83865 2.11131 3.33246
C: 5.05437 1.42123 4.52069
C: 4.27223 0.32890 4.84833
C: 3.27204 -0.05281 3.97374
S: 2.19799 -1.41866 4.07933
H: 3.68421 2.26592 1.53460
H: 5.48914 2.93283 3.06823
H: 5.84868 1.73107 5.18200
H: 4.44208 -0.23165 5.75232
C: 2.75426 5.13353 1.34604
C: 1.97215 5.14116 0.09299
N: 1.90314 6.11092 -0.75470
N: 1.08574 5.69024 -1.74497
C: 0.61853 4.43974 -1.52777
S: -0.42341 3.59545 -2.47703
N: 1.20403 4.07038 -0.33306
N: 0.99736 2.85949 0.31099
H: 3.06563 6.14688 1.57798
H: 3.64296 4.51397 1.22886
H: 2.16692 4.73943 2.17507
H: 0.86594 6.28035 -2.53063
H: 1.87430 2.37379 0.49602
H: 0.52234 3.00219 1.20093
C: -4.18328 -2.36593 2.31161
N: -4.69357 -1.31125 1.45300
C: -5.94608 -0.72156 1.88738
C: -3.78250 -0.64042 0.67321
N: -2.51648 -0.80583 0.72708
N: -4.33194 0.21819 -0.25972
C: -3.70660 0.96939 -1.23299
N: -4.58337 1.71989 -1.96135
N: -2.45007 0.93206 -1.45698
H: -5.01702 -2.97128 2.66093
H: -3.64717 -1.98043 3.18529
H: -3.51882 -3.00998 1.73590
H: -6.58255 -1.50628 2.29149
H: -6.49880 -0.25844 1.07216
H: -5.78768 0.02831 2.66977
H: -2.22693 -1.38257 1.50731
H: -5.33844 0.21141 -0.31516
H: -5.50893 1.91936 -1.62274
H: -4.20207 2.36986 -2.62912
H: -2.17968 1.58855 -2.18349
C: -0.29465 -6.20442 0.18521
C: -1.11766 -5.11994 0.46048
C: -1.01384 -3.96632 -0.28878
C: -0.05426 -3.87173 -1.30456
C: 0.76635 -4.97798 -1.58731
C: 0.63511 -6.13225 -0.84703
N: 0.06431 -2.66575 -1.96197
N: 0.82339 -2.66673 -2.96826
C: 1.09977 -1.51722 -3.65172
C: 1.55828 -1.69160 -4.96753
C: 1.96072 -0.58238 -5.68111
C: 1.89329 0.65843 -5.06120
C: 1.40211 0.73793 -3.76572
N: 1.01326 -0.31482 -3.06790
H: -0.38569 -7.11384 0.76124
H: -1.83040 -5.18022 1.27015
H: -1.67443 -3.12657 -0.13522
H: 1.49572 -4.90108 -2.38226
H: 1.26670 -6.97959 -1.06971
H: 1.57257 -2.68389 -5.38923
H: 2.32489 -0.68006 -6.69230
H: 2.22361 1.54654 -5.57230
H: 1.31323 1.69578 -3.27173

---

#B
Entry from the Open Molecules 2025 dataset: C25H30BaN13S3 as an isolated structure (the ωB97M-V functional and the def2-TZVPD basis).

Properties
total charge: +1
E_HOMO: -0.340 hartree
lowest unoccupied orbital energy: -3.395 eV

Positions of all 72 atoms, in Å:
Ba: -0.51368 0.48252 0.17302
S: -3.54964 0.68653 -0.20755
C: -3.10198 -0.18830 -1.61819
N: -1.88280 -0.53094 -1.98221
C: -1.86810 -1.21414 -3.18736
C: -0.72525 -1.69403 -3.82474
C: -0.86063 -2.36032 -5.02881
C: -2.11919 -2.55385 -5.60268
C: -3.26102 -2.08149 -4.97859
C: -3.12556 -1.41128 -3.76937
S: -4.34026 -0.70165 -2.74846
H: 0.24918 -1.53771 -3.37319
H: 0.01800 -2.73765 -5.53592
H: -2.20399 -3.07748 -6.54524
H: -4.23566 -2.23086 -5.42377
C: 2.55894 -5.59394 -0.54575
C: 2.88389 -4.42476 -1.39436
N: 3.24507 -4.45710 -2.63852
N: 3.41387 -3.14758 -2.98072
C: 3.16892 -2.29037 -1.97840
S: 3.18018 -0.61946 -1.89940
N: 2.85287 -3.12620 -0.95099
N: 2.41304 -2.65524 0.29472
H: 2.65686 -6.49654 -1.14227
H: 1.53729 -5.52263 -0.17038
H: 3.23712 -5.66288 0.30647
H: 3.68852 -2.89763 -3.91471
H: 2.95314 -3.13697 1.00944
H: 2.71832 -1.67674 0.29775
C: 2.02156 4.29363 2.94668
N: 2.40791 4.31872 1.54526
C: 3.19196 5.44765 1.06480
C: 2.05196 3.26731 0.75297
N: 1.56391 2.15387 1.19102
N: 2.26826 3.48996 -0.59863
C: 1.97797 2.67156 -1.68957
N: 2.71763 3.03652 -2.79061
N: 1.08169 1.76878 -1.65825
H: 2.13796 5.29185 3.35879
H: 2.63856 3.60800 3.53556
H: 0.97212 4.01138 3.05124
H: 2.58726 6.17660 0.51675
H: 4.02216 5.11656 0.43914
H: 3.63159 5.95403 1.91912
H: 1.57210 2.15611 2.20471
H: 2.59968 4.40193 -0.85883
H: 3.67821 3.29362 -2.62323
H: 2.59632 2.45340 -3.60387
H: 1.05816 1.23626 -2.52398
C: -3.30540 5.11822 2.95817
C: -2.44908 4.77328 1.92440
C: -1.87185 3.51300 1.89532
C: -2.15320 2.59954 2.90453
C: -3.01832 2.94309 3.94257
C: -3.58868 4.20118 3.96551
N: -1.53935 1.31548 2.80448
N: -1.74484 0.56103 3.76313
C: -1.19488 -0.74856 3.65901
C: -1.09712 -1.44751 4.85346
C: -0.62261 -2.74672 4.81862
C: -0.29254 -3.30042 3.59192
C: -0.42982 -2.52286 2.45320
N: -0.86204 -1.26081 2.47489
H: -3.76245 6.09853 2.97641
H: -2.23916 5.47956 1.13261
H: -1.20166 3.26956 1.07919
H: -3.24154 2.21681 4.71003
H: -4.26514 4.46971 4.76552
H: -1.40366 -0.96558 5.77045
H: -0.52905 -3.32520 5.72766
H: 0.05070 -4.32221 3.51165
H: -0.18600 -2.92946 1.47800

---

Tell me which of them is the least stable. Sure, it is #A.

---

#A
Entry from the Open Molecules 2025 dataset: one molecule with the formula C3H6FN (the ωB97M-V functional and the def2-TZVPD basis).

Properties
total charge: 0
E_HOMO: -0.361 hartree
lowest unoccupied orbital energy: 1.003 eV
SMILES: C=C(F)CN

Positions of all 11 atoms, in Å:
C: -0.44807 -0.95739 -0.12945
C: 0.85488 -0.13296 -0.14017
C: 1.06936 1.16061 -0.07315
H: -1.27751 0.77073 -0.31118
H: -1.81251 0.05410 1.03561
H: -0.43388 -1.84335 0.55516
H: -0.54508 -1.53870 -1.02877
H: 2.02022 1.62298 0.30743
H: 0.21301 1.91163 -0.26138
N: -1.57597 -0.07119 -0.00661
F: 1.93554 -0.97647 0.05251

---

#B
Entry from the Open Molecules 2025 dataset: a 2-piece molecular cluster, C3H6FN overall (the ωB97M-V functional and the def2-TZVPD basis).

Properties
total charge: 0
E_HOMO: -0.357 hartree
lowest unoccupied orbital energy: 0.275 eV

Positions of all 11 atoms, in Å:
C: 0.49630 1.21271 2.48719
C: 0.23703 -0.30213 -1.21060
C: -0.19021 0.71324 -0.08588
N: 0.55221 0.15766 1.83896
F: 0.99786 1.28473 3.75832
H: 0.24796 2.30480 2.17119
H: 1.34081 -0.30089 -1.23002
H: -0.18717 -1.32304 -0.97733
H: -0.15417 0.00336 -2.24758
H: -1.13843 0.89074 0.32976
H: 0.22480 1.70954 -0.12775

---

Tell me which of them is the least stable. Sure, it is #B.

---

#A
Entry from the Open Molecules 2025 dataset: one molecule with the formula C3H6N2S (the ωB97M-V functional and the def2-TZVPD basis).

Properties
total charge: 0
E_HOMO: -0.325 hartree
lowest unoccupied orbital energy: 0.721 eV
SMILES: S/N=C\[C@@H]1CN1

Positions of all 12 atoms, in Å:
C: 0.94393 0.39184 0.09467
C: -0.51125 0.14546 -0.31568
C: -0.65258 -1.21545 -0.70804
H: 0.17853 1.85930 3.28695
H: 1.84560 -0.01405 -0.55750
H: -1.25008 0.63295 0.26558
H: -1.43650 -1.77687 -0.75495
H: 0.23116 -1.89453 -0.63600
H: 0.57074 -0.53201 -2.12161
N: 0.99435 1.13970 1.17868
N: -0.46028 -0.25044 -1.73307
S: -0.45362 1.51410 2.00097

---

#B
Entry from the Open Molecules 2025 dataset: one molecule with the formula C3H6N2S (the ωB97M-V functional and the def2-TZVPD basis).

Properties
total charge: 0
E_HOMO: -0.315 hartree
lowest unoccupied orbital energy: 0.638 eV
SMILES: N[C@@H]1CNC1=S

Positions of all 12 atoms, in Å:
C: 0.12440 -0.41102 0.58821
C: -1.12603 0.35411 0.15149
C: 0.86224 0.73224 -0.23126
H: -0.15916 -2.01401 -0.55228
H: 1.38970 -1.79802 -0.13651
H: 0.27531 -0.14886 1.58953
H: -1.54044 -0.25044 -0.70376
H: -1.87321 0.52561 0.90385
H: -0.43334 2.36426 -0.66341
N: 0.43280 -1.80289 0.23668
N: -0.26691 1.49219 -0.19685
S: 2.31463 0.95683 -0.98567

---

Tell me which of them is the least stable. Sure, it is #A.